Density functional theory data (ωB97M-V/def2-TZVPD) for a cluster of 10 separate species, C40H110N10O10 in total in a non-equilibrium geometry.

The geometry in XYZ format:
```
170
Properties=species:S:1:pos:R:3:forces:R:3
C 2.31320 -4.64712 -2.55176 1.18 -0.55 0.02
C 3.72285 -4.74624 -3.22971 -1.76 -0.41 -0.12
C 4.23311 -3.35011 -3.40658 0.35 1.07 -2.12
O 5.36732 -3.42192 -4.26739 -0.56 -2.17 -0.35
C 5.90362 -2.20996 -4.52277 -0.37 2.92 -0.10
N 4.60720 -5.50551 -2.37269 0.92 -0.72 -0.40
H 1.96252 -5.62678 -2.24163 0.12 -0.17 0.25
H 1.58148 -4.29761 -3.22093 -0.88 0.56 -1.18
H 2.28164 -3.95523 -1.70570 0.36 -0.26 0.03
H 3.66515 -5.18704 -4.33005 -0.20 0.81 2.06
H 4.52471 -2.67525 -2.60862 -0.12 -0.68 1.05
H 3.46350 -2.75578 -3.93974 -0.01 -0.26 -0.01
H 6.34918 -1.84584 -3.58758 0.21 0.48 -0.07
H 5.06243 -1.44667 -4.80382 1.41 -1.00 0.14
H 6.69397 -2.21569 -5.29729 -0.61 -0.30 0.29
H 4.26243 -6.44035 -2.11166 -0.10 0.74 -0.36
H 5.43095 -5.66918 -2.95923 0.05 -0.04 0.65
C 3.42986 1.90188 -1.19452 0.15 -0.74 -0.98
C 3.98701 0.91985 -0.16624 -0.17 0.20 -0.06
C 3.64826 -0.52052 -0.55368 0.36 0.39 2.42
O 4.14266 -1.37632 0.53846 -0.48 1.37 -1.59
C 3.76763 -2.69925 0.28261 0.08 -0.86 0.90
N 5.44412 1.18287 0.03410 -0.94 -0.52 -0.47
H 3.78732 2.89039 -0.90555 -0.19 0.11 -0.36
H 2.32409 1.88583 -1.33942 0.73 0.01 0.49
H 3.83001 1.58585 -2.19493 -0.11 0.65 0.59
H 3.50336 1.17282 0.76680 -0.25 -0.31 0.54
H 4.14720 -0.70636 -1.49028 0.22 -0.60 -0.53
H 2.56312 -0.67863 -0.61047 0.11 0.07 -0.30
H 2.67188 -2.82445 0.26308 0.14 0.19 -0.33
H 4.09149 -3.25710 1.18159 0.13 -0.09 -0.68
H 4.23634 -3.07406 -0.64536 -0.24 -0.14 0.57
H 5.83610 1.15875 -0.90178 0.34 0.18 -0.04
H 5.84912 0.37747 0.50756 -0.11 0.06 0.08
C -3.11185 3.43017 -5.19196 -0.39 0.00 -2.24
C -3.51127 2.34084 -4.24909 -0.03 -0.97 0.14
C -4.39101 1.30587 -4.92169 -0.17 1.51 0.22
O -4.82078 0.49291 -3.86013 -0.47 -1.15 -0.32
C -5.34296 -0.74088 -4.31466 -0.48 -0.77 1.45
N -2.36866 1.57440 -3.77866 -0.11 -0.20 0.04
H -2.48668 4.19951 -4.73295 -0.11 -0.05 -0.16
H -4.02364 3.85640 -5.66839 0.37 0.30 0.81
H -2.63721 3.02675 -6.14388 0.13 0.19 1.40
H -4.12554 2.72815 -3.41712 0.20 0.17 -0.18
H -3.78937 0.76514 -5.65958 -0.23 -0.11 -0.09
H -5.23881 1.86628 -5.37209 0.11 -0.69 -0.13
H -5.97233 -0.62012 -5.17344 -0.52 0.23 -0.59
H -5.97639 -1.18187 -3.48802 0.71 0.48 -0.83
H -4.58176 -1.48947 -4.58390 0.18 0.33 0.13
H -1.70030 2.19079 -3.35000 0.26 0.04 0.42
H -2.67029 0.84059 -3.11847 0.46 0.65 -0.11
C 1.79434 3.09304 2.83261 -0.23 -0.10 -2.01
C 3.19503 3.07858 3.35874 -0.29 1.36 2.48
C 3.34700 1.71877 3.98640 0.92 -0.57 1.61
O 2.55736 1.57523 5.19555 -0.94 -0.48 -1.28
C 3.14676 2.03057 6.35353 1.61 0.20 1.00
N 4.21456 3.45802 2.42394 0.33 -0.24 -0.74
H 1.48700 4.03261 2.39320 -0.05 0.39 0.13
H 1.05281 2.72290 3.51493 -0.16 0.08 0.70
H 1.75890 2.37080 1.99847 0.02 0.15 -0.03
H 3.26050 3.81364 4.21341 -0.12 -0.53 -0.72
H 4.43364 1.57375 4.24873 -0.87 -0.37 -0.37
H 2.91527 0.95222 3.33375 0.62 -0.11 -0.09
H 3.47498 3.10221 6.20069 0.00 -1.07 0.64
H 3.99757 1.31603 6.60552 -0.39 1.23 -0.15
H 2.47784 1.95483 7.23973 0.00 0.21 -0.91
H 5.11052 3.76241 2.82934 -0.83 -0.45 -0.09
H 4.38091 2.66935 1.80384 0.46 0.34 -0.22
C -6.70881 -2.15207 1.00309 -0.54 -1.84 -0.16
C -5.69498 -1.50092 0.09863 -0.72 0.93 -0.38
C -6.38129 -0.39940 -0.74013 0.54 -1.14 0.05
O -6.79488 0.57708 0.20376 -0.62 0.28 -1.55
C -7.67737 1.51408 -0.45615 0.35 -1.83 0.43
N -4.57368 -0.90449 0.83920 -0.80 1.33 -0.53
H -6.27226 -3.10324 1.37188 -0.26 0.43 0.03
H -7.67842 -2.43906 0.50891 0.90 0.43 0.28
H -6.91052 -1.53533 1.84854 -0.33 0.51 0.62
H -5.35370 -2.27141 -0.58472 0.52 0.01 -0.25
H -7.21295 -0.81486 -1.36059 -0.11 0.07 0.93
H -5.71825 -0.07198 -1.55500 0.34 0.82 0.61
H -7.13728 1.94849 -1.26597 0.47 0.97 -0.53
H -7.96900 2.18527 0.32969 -0.46 0.54 -0.11
H -8.50295 0.95884 -0.94893 0.00 0.36 0.65
H -4.90157 -0.19534 1.51473 -0.07 -0.25 -0.81
H -4.16302 -1.55451 1.44591 0.88 -1.44 0.78
C -4.46676 4.56245 -1.44168 2.03 -0.69 0.46
C -3.89757 3.61462 -0.34067 -0.07 -0.67 -0.90
C -2.49125 4.03018 0.13013 -0.12 0.60 -0.82
O -1.57423 3.97436 -1.00623 -0.74 0.27 1.19
C -0.66113 2.92344 -0.82670 0.41 -0.59 -1.20
N -4.81686 3.46854 0.80075 0.56 0.64 0.04
H -4.40294 5.51354 -0.92469 -0.78 0.63 -0.41
H -5.44117 4.22596 -1.78315 -0.18 0.32 0.16
H -3.75980 4.60217 -2.30444 -0.55 0.02 0.61
H -3.74177 2.60732 -0.80604 -0.26 0.50 0.47
H -2.18082 3.36071 0.94139 0.06 0.10 -0.23
H -2.47668 5.06148 0.53158 -0.08 -0.31 -0.20
H 0.08907 3.12419 -0.06303 0.57 0.52 -0.20
H -0.22395 2.64249 -1.84183 -0.28 0.44 1.49
H -1.17914 2.08519 -0.40015 -0.43 -0.92 -0.22
H -5.45303 2.72387 0.61278 -0.46 -0.56 0.00
H -5.37395 4.31081 0.97928 0.42 -0.33 -0.23
C -2.22344 -3.24649 5.06394 0.52 1.66 1.46
C -2.49807 -2.42630 3.82570 -1.57 -1.31 -0.22
C -2.33904 -0.97886 4.16657 0.94 0.03 0.10
O -2.72472 -0.23006 3.06728 -0.11 1.31 -0.90
C -2.19598 1.08306 3.10734 0.35 0.24 1.85
N -1.68996 -2.87323 2.68983 0.67 1.09 -0.29
H -2.93150 -2.90324 5.87032 0.56 -0.60 -0.72
H -1.21003 -3.01170 5.45780 -0.35 -0.27 -0.22
H -2.30397 -4.28863 4.89634 -0.17 -1.02 -0.16
H -3.55755 -2.71892 3.59159 0.52 0.91 -0.08
H -1.25638 -0.77385 4.33734 -0.33 -0.29 0.28
H -2.87880 -0.70039 5.07348 -0.20 0.09 0.11
H -1.10272 1.10377 3.30741 -0.33 -0.31 -0.48
H -2.59166 1.67003 3.96514 -0.21 -0.37 -0.31
H -2.43774 1.63355 2.23160 -0.25 0.11 -0.94
H -0.74855 -2.87042 3.08002 0.29 -0.33 -0.41
H -1.63451 -2.13406 1.94103 -0.38 -0.96 1.05
C 2.87470 -2.77245 4.64896 -0.86 -0.29 -1.15
C 3.03998 -2.26581 6.02616 -0.04 0.64 0.88
C 4.38104 -1.54781 6.28382 -1.53 0.06 -0.32
O 5.42503 -2.40367 6.10229 0.30 -2.29 0.64
C 6.69861 -1.82213 6.01534 -1.93 1.53 -0.24
N 1.85857 -1.39284 6.31486 1.20 -1.86 -2.24
H 2.66990 -1.92026 3.97719 0.18 -0.37 0.04
H 1.98970 -3.41421 4.66723 -0.11 0.16 -0.28
H 3.66575 -3.38970 4.24855 0.54 0.10 0.06
H 3.00231 -3.10304 6.71757 -0.01 -0.17 0.21
H 4.29030 -1.15053 7.28611 0.42 0.36 0.64
H 4.49521 -0.73447 5.58322 -0.20 0.84 -0.42
H 6.90033 -1.24172 6.93798 0.42 -0.34 -0.41
H 6.53442 -1.13429 5.16449 1.22 0.15 0.15
H 7.36804 -2.61961 5.79809 0.81 -0.28 -0.03
H 2.05268 -0.51046 5.90619 -0.10 1.22 -0.30
H 1.76442 -1.32277 7.26757 -0.39 0.55 2.66
C 1.72764 -0.42318 -4.23138 0.84 -0.60 -1.22
C 0.55154 0.46386 -4.59287 -1.38 1.83 2.50
C 0.90930 1.92257 -4.97199 0.00 -0.77 -1.26
O 1.08676 2.76641 -3.86257 0.77 -0.01 -0.09
C 1.65142 3.99745 -4.30492 -0.36 0.11 0.37
N -0.35017 -0.05952 -5.57042 -0.14 0.52 -1.05
H 1.39437 -1.48400 -4.22704 0.27 0.53 0.06
H 2.17903 -0.22275 -3.25131 -0.24 0.20 -0.24
H 2.55371 -0.33524 -5.01735 -1.00 -0.14 0.93
H -0.13375 0.62799 -3.68841 1.36 -0.27 -0.41
H 0.07127 2.32703 -5.55677 0.03 -0.20 -0.10
H 1.79714 1.89859 -5.67923 -0.55 0.21 0.82
H 0.89178 4.59760 -4.87932 0.56 -0.26 0.74
H 2.45137 3.76589 -5.01394 0.25 0.25 0.17
H 2.05238 4.50641 -3.39370 -0.47 -0.14 -0.94
H -0.22358 -1.03070 -5.71740 -0.26 -0.88 -0.08
H -1.30664 0.22367 -5.32692 0.48 -0.39 -0.17
C -0.71406 -2.07509 -2.21069 -0.77 -1.49 0.99
C -1.52021 -1.62493 -0.98962 -1.02 -0.28 -1.94
C -0.73629 -0.77727 -0.07280 2.86 2.30 -0.63
O 0.38342 -1.46858 0.52519 -0.40 0.44 1.58
C 0.86178 -0.67293 1.64352 -2.06 -0.55 0.38
N -2.59295 -0.73952 -1.54482 1.09 -0.52 0.34
H -1.36259 -2.72792 -2.80213 -0.05 0.16 -0.22
H 0.10748 -2.71106 -1.92736 0.58 -0.07 0.19
H -0.39136 -1.26016 -2.80065 0.31 0.93 -0.50
H -1.93219 -2.52269 -0.51239 0.03 0.11 0.30
H -1.31815 -0.15024 0.67149 0.41 -0.99 -0.65
H -0.15230 -0.06299 -0.78318 -1.44 -0.28 1.02
H 0.03771 -0.60024 2.42257 0.61 0.27 -0.99
H 1.15331 0.33134 1.33072 0.11 -0.01 -0.07
H 1.62403 -1.16999 2.21083 0.84 -0.43 -0.46
H -3.17342 -1.26114 -2.20327 0.00 0.15 0.49
H -3.10220 -0.46276 -0.72354 -1.15 0.17 0.03
```
Positions in Å, forces in eV/Å.

Output
net charge: 0
relative energy (zero: lowest compared OMol25 entry of this formula, charge and spin): 65.5 kcal/mol
HOMO energy: -8.5 eV
E_LUMO: 0.698 eV
Kohn-Sham gap: 9.17 eV
structure (SMILES): COC[C@H](C)N.COC[C@H](C)N.COC[C@H](C)N.COC[C@H](C)N.COC[C@H](C)N.COC[C@H](C)N.COC[C@H](C)N.COC[C@H](C)N.COC[C@H](C)N.COC[C@H](C)N